ORCA calculation (ωB97M-V with the def2-TZVPD basis set) on C41H60BeN3O6P3 as an isolated structure.

Geometry as XYZ:
```
114
Properties=species:S:1:pos:R:3:forces:R:3
Be -1.408 -0.141 0.388 0.0 -0.1 -0.2
C -2.282 -3.149 -0.602 0.0 0.0 -0.1
P -1.292 -1.751 -1.201 0.0 0.0 0.2
C 0.323 -2.570 -1.601 -0.1 0.0 0.0
N 0.225 -3.811 -2.004 0.0 0.0 0.0
C 1.347 -4.430 -2.448 -0.1 0.0 0.0
C 1.283 -5.778 -2.876 0.0 0.0 0.0
C 2.402 -6.383 -3.366 0.0 0.0 0.0
C 3.627 -5.673 -3.456 0.0 0.0 0.0
C 3.711 -4.375 -3.047 0.0 0.0 0.0
C 2.565 -3.729 -2.524 0.1 0.1 0.0
N 2.658 -2.450 -2.077 0.0 0.0 0.0
C 1.584 -1.882 -1.586 0.0 0.0 -0.1
P 1.709 -0.194 -0.819 0.0 0.0 0.0
C 2.625 0.669 -2.158 0.0 0.0 0.0
C 3.021 -0.462 0.497 0.0 0.0 0.1
C 2.641 -1.716 1.291 0.0 -0.1 0.0
C 4.456 -0.581 -0.007 0.0 0.0 0.0
C 2.910 0.761 1.417 0.0 0.0 0.0
C -1.943 -1.306 -2.885 0.1 0.0 0.0
C -1.183 -0.055 -3.341 0.0 0.0 0.0
C -1.767 -2.413 -3.923 0.0 0.0 0.0
C -3.437 -0.991 -2.736 0.0 0.0 -0.1
H -2.323 -3.958 -1.328 0.0 0.0 0.0
H -3.279 -2.792 -0.347 0.0 0.0 0.0
H -1.834 -3.507 0.325 0.0 0.0 0.0
H 0.334 -6.293 -2.803 0.0 0.0 0.0
H 2.361 -7.414 -3.693 0.0 0.0 0.0
H 4.501 -6.173 -3.853 0.0 0.0 0.0
H 4.634 -3.812 -3.102 0.0 0.0 0.0
H 3.452 0.075 -2.544 0.0 0.0 0.0
H 3.002 1.620 -1.776 0.0 0.0 0.0
H 1.933 0.894 -2.971 0.0 0.0 0.0
H 2.787 -2.623 0.699 0.0 0.0 0.0
H 1.606 -1.690 1.636 -0.1 0.0 0.0
H 3.283 -1.794 2.174 0.0 0.0 0.0
H 4.578 -1.418 -0.692 0.0 -0.1 0.0
H 5.121 -0.737 0.849 0.0 0.0 0.0
H 4.785 0.328 -0.515 0.0 0.0 0.0
H 1.889 0.892 1.788 0.1 0.0 -0.1
H 3.209 1.679 0.903 0.0 0.0 0.0
H 3.572 0.634 2.279 0.0 0.0 0.0
H -0.113 -0.255 -3.448 0.0 0.0 0.0
H -1.300 0.778 -2.645 0.0 0.0 0.0
H -1.559 0.261 -4.318 0.0 0.0 0.0
H -0.719 -2.592 -4.161 0.0 0.0 0.0
H -2.273 -2.104 -4.843 0.0 0.0 0.0
H -2.206 -3.358 -3.598 0.0 0.0 0.0
H -3.642 -0.287 -1.930 0.0 0.0 0.0
H -4.013 -1.901 -2.551 0.0 0.0 0.0
H -3.797 -0.555 -3.672 0.0 0.0 0.0
C 3.476 5.599 -1.914 0.0 0.0 0.0
C 2.057 5.423 -2.390 0.0 0.0 0.0
C 1.660 6.022 -3.582 0.0 0.0 0.0
C 0.368 5.868 -4.057 0.0 0.0 0.0
C -0.548 5.112 -3.348 0.0 0.0 0.0
C -0.174 4.531 -2.140 -0.1 0.0 0.1
N -1.043 3.703 -1.406 0.0 0.3 -0.2
C -2.390 3.830 -1.183 0.2 0.1 -0.1
C -3.117 4.990 -1.502 0.0 0.0 0.0
C -4.474 5.058 -1.263 0.0 0.0 0.0
C -5.174 3.990 -0.700 0.0 0.0 0.0
C -4.470 2.858 -0.354 0.0 0.0 0.0
C -3.093 2.767 -0.575 -0.1 -0.1 0.1
C -2.408 1.554 -0.143 -0.1 -0.2 0.1
O -3.006 0.510 0.265 0.0 0.1 0.0
O -1.126 1.440 -0.157 0.0 -0.3 0.2
C 1.133 4.678 -1.651 0.0 0.0 0.0
C 1.501 4.015 -0.349 0.0 0.0 0.0
H 4.063 6.135 -2.658 0.0 0.0 0.0
H 3.964 4.640 -1.730 0.0 0.0 0.0
H 3.520 6.168 -0.983 0.0 0.0 0.0
H 2.378 6.603 -4.148 0.0 0.0 0.0
H 0.077 6.321 -4.996 0.0 0.0 0.0
H -1.542 4.948 -3.742 0.0 0.0 0.0
H -0.627 2.898 -0.959 0.0 0.0 0.0
H -2.602 5.846 -1.909 0.0 0.0 0.0
H -4.999 5.972 -1.514 0.0 0.0 0.0
H -6.238 4.056 -0.525 0.0 0.0 0.0
H -4.961 2.014 0.113 0.0 0.0 0.0
H 0.750 4.216 0.418 0.0 0.0 0.0
H 2.464 4.355 0.024 0.0 0.0 0.0
H 1.554 2.924 -0.450 0.0 0.0 0.0
C -1.274 -3.263 5.428 0.0 0.0 0.0
C -0.261 -3.419 4.301 0.0 0.1 -0.1
C 1.152 -3.502 4.852 0.1 0.0 0.0
C -0.576 -4.633 3.438 0.0 0.0 0.0
O -0.234 -2.234 3.447 0.0 -0.1 0.2
P -1.521 -1.495 2.860 0.0 0.0 -0.2
O -2.643 -2.396 2.557 0.0 0.0 0.0
O -0.886 -0.720 1.689 0.2 0.1 0.1
O -1.967 -0.422 3.940 0.0 0.0 0.2
C -1.316 0.821 4.327 0.0 -0.1 -0.1
C -1.943 1.155 5.671 0.0 0.0 0.0
C 0.192 0.663 4.463 0.0 -0.1 0.0
C -1.657 1.888 3.295 0.0 0.0 -0.1
H -1.231 -4.144 6.071 0.0 0.0 0.0
H -2.287 -3.169 5.036 0.0 0.0 0.0
H -1.046 -2.384 6.033 0.0 0.0 0.0
H 1.257 -4.384 5.487 0.0 0.0 0.0
H 1.384 -2.616 5.445 0.0 0.0 0.0
H 1.871 -3.572 4.034 0.0 0.0 0.0
H -0.535 -5.540 4.045 0.0 0.0 0.0
H 0.160 -4.720 2.635 0.0 0.0 0.0
H -1.570 -4.538 3.003 0.0 0.0 0.0
H -1.740 0.359 6.389 0.0 0.0 0.0
H -3.023 1.262 5.567 0.0 0.0 0.0
H -1.531 2.090 6.057 0.0 0.0 0.0
H 0.441 -0.068 5.232 0.0 0.0 0.0
H 0.621 1.626 4.748 0.0 0.0 0.0
H 0.650 0.345 3.526 -0.1 0.0 0.0
H -2.737 1.933 3.146 0.0 0.0 0.0
H -1.175 1.678 2.340 0.0 0.0 0.1
H -1.313 2.863 3.646 0.0 0.0 0.0
```
Positions in Å, forces in eV/Å.

Calculated values
HOMO energy: -7.671 eV
total charge: 0
energy: -3253.2330 Ha
spin multiplicity: 1
LUMO: -0.644 eV
molecular weight: 792.88 g mol⁻¹

***

ORCA calculation (ωB97M-V with the def2-TZVPD basis set) on a 8-piece molecular cluster, C48H107N11O8 overall in a non-equilibrium geometry.

Geometry as XYZ:
```
174
Properties=species:S:1:pos:R:3:forces:R:3
C 6.445 8.045 -3.708 0.0 -0.8 1.7
C 6.141 7.060 -2.478 1.5 1.0 -1.0
C 7.540 6.698 -1.898 0.7 2.7 1.1
C 8.061 7.824 -0.997 -0.8 -0.3 0.2
C 6.993 8.061 0.029 -0.3 -0.1 1.7
C 5.617 8.558 -0.457 -0.6 0.4 1.8
N 5.201 7.633 -1.465 -0.9 -1.1 -1.7
O 3.841 7.993 -1.996 2.3 -0.9 0.4
C 4.525 8.407 0.649 0.5 1.3 0.4
C 5.713 10.063 -0.777 0.8 -0.2 -1.4
C 5.745 5.715 -2.955 -1.6 -0.9 -1.1
H 7.302 7.672 -4.269 -0.4 -0.3 -0.3
H 6.824 8.959 -3.251 -0.4 0.3 -0.3
H 5.557 8.179 -4.326 0.2 0.2 -0.1
H 7.547 5.837 -1.231 -0.2 -0.3 -0.5
H 8.324 6.664 -2.654 -0.6 -0.9 -0.5
H 8.260 8.791 -1.459 0.3 -0.2 -0.5
H 8.961 7.439 -0.517 0.2 0.4 0.1
H 7.412 8.701 0.805 -0.4 0.5 0.1
H 6.790 7.139 0.574 0.1 -0.4 -0.1
H 3.610 8.913 0.340 -0.2 -0.6 -0.5
H 4.330 7.399 1.016 0.1 0.0 -0.3
H 4.784 9.059 1.483 0.5 -0.2 0.4
H 6.243 10.661 -0.036 -0.4 -0.3 0.5
H 6.382 10.132 -1.635 -0.1 0.3 -0.3
H 4.782 10.553 -1.062 -0.1 -0.2 0.2
H 6.401 5.364 -3.752 0.3 0.2 0.0
H 4.760 5.731 -3.422 -0.3 -0.2 0.2
H 5.812 4.966 -2.166 -0.4 0.1 0.1
H 4.021 8.677 -2.645 0.0 0.4 -0.3
C -6.112 -7.158 8.374 -0.4 0.2 -1.9
C -4.773 -7.515 7.615 -0.6 -1.1 1.0
C -4.992 -8.308 6.277 -1.2 2.1 -1.1
C -5.730 -7.388 5.262 0.7 -0.5 0.5
C -4.816 -6.185 4.967 -2.2 0.2 1.0
C -4.382 -5.347 6.207 0.9 -0.5 -0.2
N -4.008 -6.244 7.344 0.6 -2.1 -1.3
O -3.688 -5.552 8.540 -1.0 -0.4 -0.9
C -3.003 -4.719 5.754 -2.4 1.3 1.3
C -5.420 -4.206 6.595 0.5 0.0 0.1
C -3.979 -8.541 8.486 1.2 1.2 -0.2
H -6.024 -6.601 9.306 0.3 -0.3 0.1
H -6.851 -7.952 8.483 0.6 -0.6 0.4
H -6.672 -6.531 7.680 0.0 0.5 0.1
H -4.051 -8.487 5.757 0.4 -0.3 0.6
H -5.554 -9.240 6.340 0.2 0.0 0.7
H -6.717 -7.116 5.638 0.0 0.4 0.2
H -5.953 -7.905 4.329 0.2 -0.2 -0.1
H -5.516 -5.516 4.467 0.6 0.3 -0.8
H -3.981 -6.484 4.334 0.0 0.1 0.1
H -3.236 -4.085 4.899 0.5 -0.3 -0.5
H -2.880 -3.989 6.555 1.1 -0.1 0.1
H -2.202 -5.451 5.657 -0.3 0.2 -0.1
H -6.349 -4.475 7.098 0.1 -0.8 0.0
H -4.975 -3.491 7.288 0.4 -0.1 0.0
H -5.776 -3.585 5.773 0.4 -0.2 -0.5
H -4.536 -9.364 8.933 -0.5 0.3 -0.2
H -3.421 -8.030 9.270 -0.2 0.1 0.2
H -3.203 -8.976 7.856 0.0 -0.1 -0.1
H -4.602 -5.409 8.797 0.0 0.8 1.2
C -10.072 2.283 -5.471 -1.1 1.9 -0.1
C -10.669 1.620 -4.255 -0.3 0.1 0.7
C -10.097 0.199 -4.093 -0.9 0.1 -0.1
C -8.599 0.089 -3.881 -1.2 0.3 0.8
C -8.300 0.820 -2.562 1.5 0.6 -1.1
C -8.928 2.275 -2.464 0.8 1.4 0.4
N -10.350 2.324 -2.964 1.0 -2.5 0.4
O -10.943 3.572 -2.863 0.6 1.0 -0.4
C -8.973 2.624 -0.945 -1.4 0.3 -0.8
C -8.039 3.420 -3.126 0.3 -0.2 0.1
C -12.216 1.624 -4.296 -1.7 -0.3 -0.5
H -10.400 3.322 -5.444 0.1 0.5 0.4
H -10.605 2.025 -6.386 0.7 -0.9 -0.2
H -8.985 2.356 -5.468 -0.2 -0.7 -0.5
H -10.613 -0.139 -3.194 0.2 -0.5 0.1
H -10.403 -0.458 -4.907 -0.3 0.2 -0.2
H -7.987 0.539 -4.662 -0.3 0.1 -0.2
H -8.388 -0.980 -3.904 0.4 0.0 0.5
H -7.216 0.900 -2.649 0.3 0.9 0.3
H -8.313 0.243 -1.637 -1.2 -0.1 0.0
H -9.861 2.089 -0.608 0.3 -0.4 0.6
H -8.079 2.438 -0.348 0.0 -0.3 -0.3
H -9.264 3.668 -0.832 0.3 0.2 0.0
H -8.361 4.452 -2.981 -1.3 -0.2 -0.2
H -7.086 3.603 -2.629 0.5 -1.1 0.2
H -7.835 3.298 -4.190 0.0 -0.1 0.1
H -12.790 1.094 -5.057 1.1 -0.6 -1.0
H -12.736 2.573 -4.426 0.9 0.6 0.3
H -12.782 1.172 -3.481 0.9 0.0 1.0
H -11.591 3.511 -2.157 0.0 -0.3 0.1
C 2.754 -3.743 -10.056 -1.8 -0.1 1.3
C 2.077 -3.475 -8.638 0.7 1.5 0.7
C 1.166 -2.165 -8.856 0.3 -0.3 1.4
C 0.113 -1.862 -7.748 -1.3 -1.3 -0.8
C -0.687 -3.182 -7.624 0.0 0.9 -0.9
C 0.155 -4.327 -7.131 0.2 -1.6 1.4
N 1.272 -4.591 -8.121 -4.0 2.5 -0.6
O 1.772 -5.843 -8.007 1.5 -1.0 -0.2
C 0.755 -4.052 -5.693 -1.5 -0.1 -0.5
C -0.911 -5.539 -6.935 0.5 -0.6 -0.6
C 3.164 -3.082 -7.589 1.1 -0.2 -1.2
H 3.059 -4.789 -10.093 0.5 0.2 -0.2
H 3.509 -2.997 -10.304 0.3 -0.4 0.4
H 1.962 -3.571 -10.785 0.0 -0.4 -0.2
H 1.785 -1.267 -8.847 0.6 -0.3 -0.5
H 0.691 -2.260 -9.833 -0.3 0.1 0.2
H -0.617 -1.143 -8.121 0.2 0.3 -0.2
H 0.435 -1.446 -6.793 0.6 -0.3 -0.1
H -0.984 -3.385 -8.652 0.3 -0.4 -0.4
H -1.697 -3.136 -7.216 0.3 0.3 1.1
H 1.325 -4.911 -5.338 0.5 0.3 -0.2
H 1.228 -3.075 -5.596 0.5 -0.4 -0.2
H -0.089 -3.999 -5.006 -0.2 0.0 0.1
H -1.528 -5.511 -6.037 0.1 1.2 0.1
H -1.611 -5.663 -7.761 0.0 0.7 -0.3
H -0.611 -6.581 -6.823 1.3 0.1 -0.2
H 2.927 -2.204 -6.988 -0.2 -0.4 0.3
H 4.066 -2.836 -8.149 0.1 0.6 -0.1
H 3.554 -3.933 -7.032 -0.7 0.0 0.5
H 1.448 -6.222 -8.827 0.2 -0.7 0.1
C 8.735 -1.816 5.171 0.2 -1.4 0.3
C 8.322 -1.972 3.643 -0.5 1.6 1.8
C 9.494 -2.450 2.736 0.1 2.9 1.2
C 9.044 -2.695 1.355 -0.4 -2.7 -1.4
C 8.042 -3.857 1.385 -1.7 -0.1 1.7
C 6.749 -3.563 2.324 1.4 -0.3 -0.8
N 7.174 -2.920 3.605 2.6 -0.9 -2.1
O 6.112 -2.449 4.339 -0.8 0.4 0.6
C 5.759 -2.788 1.450 0.1 0.2 1.8
C 6.052 -4.855 2.699 -0.2 -1.1 1.5
C 7.892 -0.501 3.333 -0.7 0.8 -1.3
H 9.711 -1.374 5.375 0.3 -0.3 -0.7
H 8.688 -2.795 5.648 0.6 -0.5 -0.1
H 8.139 -1.257 5.893 -0.9 0.6 -0.9
H 10.079 -1.533 2.660 0.3 0.3 0.2
H 10.256 -3.124 3.127 -0.8 -0.7 0.2
H 9.869 -3.170 0.823 0.4 0.6 -0.4
H 8.699 -1.835 0.781 -0.1 0.1 0.3
H 8.511 -4.761 1.774 0.4 0.1 0.5
H 7.663 -4.241 0.438 -0.1 0.7 -0.3
H 5.574 -3.471 0.621 -0.2 0.9 -0.4
H 4.865 -2.651 2.059 -0.4 -0.2 -0.3
H 6.118 -1.766 1.324 0.1 -0.2 -1.0
H 5.131 -4.626 3.235 -0.5 0.1 -0.7
H 5.927 -5.653 1.967 -0.4 0.6 -0.7
H 6.511 -5.437 3.498 1.0 0.3 0.1
H 8.428 0.359 3.734 1.0 -0.6 0.5
H 6.893 -0.238 3.681 -0.3 -0.7 0.1
H 7.866 -0.226 2.278 0.0 -0.5 -0.4
H 6.456 -2.690 5.202 -0.8 0.1 0.6
C -4.038 7.233 3.345 1.7 -0.7 6.7
O -4.461 7.783 4.378 0.0 -0.4 -0.8
N -4.403 7.544 2.189 -2.3 2.0 -5.2
N -3.110 6.269 3.404 1.7 -1.8 0.5
H -4.067 7.053 1.373 -0.6 0.5 0.0
H -5.133 8.237 2.273 0.0 0.0 -1.2
H -2.609 5.924 2.598 -0.2 0.1 0.2
H -2.745 5.992 4.304 -0.2 0.3 -0.2
C 1.359 1.687 8.690 -0.4 -0.1 1.2
O 0.481 2.470 8.885 -1.9 2.2 1.6
N 2.167 1.146 9.597 0.8 0.1 2.1
N 1.571 1.279 7.498 0.9 -2.3 -6.3
H 1.973 1.538 10.507 0.5 -0.8 0.2
H 2.664 0.287 9.410 -0.1 0.4 0.5
H 0.866 1.484 6.804 0.1 0.2 0.3
H 2.191 0.530 7.224 0.0 0.2 0.3
C 0.711 2.733 -0.027 -3.5 -2.5 0.6
O 0.122 1.748 0.347 -0.3 -1.7 0.7
N 1.816 3.180 0.406 5.5 1.2 2.8
N 0.214 3.546 -0.930 -1.2 1.8 -2.3
H 2.139 4.065 0.045 0.6 -0.4 0.7
H 2.299 2.675 1.136 0.0 0.4 -0.1
H -0.296 3.000 -1.609 0.0 0.8 -0.5
H 1.001 4.140 -1.149 -1.2 0.4 -1.9
```
Positions in Å, forces in eV/Å.

Calculated values
HOMO energy: -7.830 eV
total charge: 0
energy: -3096.8878 Ha
structure (SMILES): CC1(C)CCCC(C)(C)N1O.CC1(C)CCCC(C)(C)N1O.CC1(C)CCCC(C)(C)N1O.CC1(C)CCCC(C)(C)N1O.CC1(C)CCCC(C)(C)N1O.NC(N)=O.NC(N)=O.NC(N)=O
spin multiplicity: 1
LUMO: 0.152 eV
molecular weight: 966.45 g mol⁻¹

***

ORCA calculation (ωB97M-V with the def2-TZVPD basis set) on a 2-piece molecular cluster, C4H5BrO2 overall in a non-equilibrium geometry.

Geometry as XYZ:
```
12
Properties=species:S:1:pos:R:3:forces:R:3
C -3.217 -0.155 1.898 0.3 -1.3 0.1
C -1.113 1.019 1.228 1.4 -0.8 -0.4
C 1.491 0.647 0.253 -1.9 -2.4 -0.8
C 0.057 0.216 0.810 0.8 0.2 -0.3
O -3.755 0.842 2.096 -0.8 0.9 0.1
O -2.816 -1.245 1.766 0.0 0.4 -0.1
Br -0.935 2.747 0.707 -0.1 1.2 -0.2
H 2.057 1.109 0.986 1.2 0.8 1.5
H 1.411 1.301 -0.590 -0.3 0.6 -0.4
H 2.010 -0.275 -0.154 -0.6 1.0 0.8
H 0.028 -0.660 1.449 0.6 -0.2 0.5
H -0.424 -0.265 -0.026 -0.8 -0.3 -1.0
```
Positions in Å, forces in eV/Å.

Calculated values
HOMO energy: -9.039 eV
total charge: 0
energy: -2879.8128 Ha
spin multiplicity: 1
LUMO: -0.572 eV
molecular weight: 164.99 g mol⁻¹

***

ORCA calculation (ωB97M-V with the def2-TZVPD basis set) on a 2-piece molecular cluster, CH3OS overall in a non-equilibrium geometry.

Geometry as XYZ:
```
6
Properties=species:S:1:pos:R:3:forces:R:3
O -0.345 1.137 1.884 0.1 -0.1 -0.1
C -0.592 0.375 0.973 0.1 0.4 -0.2
H 0.024 0.307 0.005 -0.9 0.3 1.7
H -1.480 -0.292 1.103 0.2 -0.1 -0.3
S 0.784 -0.460 -1.555 0.3 -0.4 -0.8
H 1.610 -1.067 -2.409 0.2 -0.1 -0.2
```
Positions in Å, forces in eV/Å.

Calculated values
HOMO energy: -2.973 eV
total charge: -1
energy: -513.3247 Ha
spin multiplicity: 1
LUMO: 4.376 eV
molecular weight: 63.10 g mol⁻¹

***

For each record above, in turn, the calculated Kohn-Sham gap values are 7.027 7.982 8.467 7.349 eV.
For each record above, in turn, the calculated energy above the lowest of the compared OMol25 structures with the same formula, charge and spin values are 0.0 781.6 197.4 34.6 kJ/mol.